1.
The following is a DFT calculation (the ωB97M-V functional and the def2-TZVPD basis) of a cluster of 2 separate species, C5H14N2O in total.

Output
orbital gap: 0.346 Eh
calculated total energy: -10439.30844 eV
relative energy (zero: lowest compared OMol25 entry of this formula, charge and spin): 39.7 kcal per mole
SMILES: C=C(CCN)NC.O

Cartesian coordinates (Å):
N 0.9615 0.0087 -0.9220
H 0.6904 -2.0741 -0.8760
H -1.5866 2.2047 -1.2626
O 2.0451 0.2405 1.6458
C -0.3462 0.5379 -0.9495
H -1.3305 0.0182 2.8575
C 1.1714 -1.3175 -1.4915
H 2.2367 -1.5524 -1.4715
H -0.3691 0.8096 1.8363
H -1.5291 -1.2641 -1.0646
C -1.4397 -0.3660 -0.4499
H 1.5866 0.6824 -1.3311
H 1.7247 0.0944 0.7465
H -0.3282 -1.4330 1.0661
H 0.2194 2.4207 -1.6761
H -2.3785 0.1763 -0.5295
N -1.2611 0.3314 1.8995
C -1.2331 -0.8228 1.0041
H -2.0797 -1.4687 1.2477
H 2.5457 -0.5175 1.9080
C -0.5950 1.7925 -1.3322
H 0.8360 -1.4198 -2.5257

Forces on atoms 1 to 3 (eV/Å):
-0.042 -0.006 -0.151
-0.158 -0.003 -0.046
-0.058 0.076 0.014

Here are the Löwdin charges for atoms 1 to 5, given in e:
1 N -0.085
2 H 0.072
3 H 0.057
4 O -0.063
5 C -0.386


2.
The following is a DFT calculation (the ωB97M-V functional and the def2-TZVPD basis) of a structure of composition C21H39Cl3N7O3SiSr.

Output
orbital gap: 0.102 Eh
calculated total energy: -85266.32109 eV
relative energy (zero: lowest compared OMol25 entry of this formula, charge and spin): 110.9 kcal per mole
total charge: -1

Cartesian coordinates (Å):
H -1.0153 -4.7163 4.8259
C 1.2308 -1.3244 -0.7836
H -6.3187 0.8490 0.1021
C -9.0965 -3.3937 4.6951
N -2.8006 -1.2053 -3.3544
Cl -3.2169 1.7189 -1.5521
H -4.6555 -1.7398 -4.0969
H -2.3730 -2.2549 5.5634
H 4.4927 0.6057 0.5965
Cl -4.3336 0.2561 -0.2039
H -9.3638 -4.6145 2.9019
H -5.1590 -4.7713 0.7262
N 2.9657 -0.4298 -0.1078
H 0.5421 -1.9862 -1.3081
C -7.0961 -0.5753 2.0942
H -0.9382 -0.6879 -2.7188
H -9.6340 -4.0969 5.3439
H -11.2068 -0.4177 -0.0952
H -8.6680 -1.9871 6.2875
C -8.9548 -3.6887 3.3336
C -4.1633 -1.6734 -3.1142
Sr -1.5748 -0.2415 0.9253
H -2.6336 0.7726 -4.0544
H -1.5721 -0.4294 -4.8397
H -0.0450 -0.9069 3.7467
C -0.3843 -1.8722 3.3372
N 4.3049 -0.3255 0.2347
H -8.3171 -2.9139 1.4087
H -7.4446 -0.3967 4.7723
O -0.4040 -2.0758 2.1043
C -10.2732 0.1562 -0.1177
H -0.9004 -2.8828 6.3458
H -4.3383 -1.9352 4.0369
N 2.5707 -1.4510 -0.8920
H -10.5458 1.1961 0.1107
C -7.8755 -1.3202 4.3868
C -1.2762 -2.2510 5.5401
N 2.0032 0.2545 0.4890
H 4.8678 -0.5948 -0.5560
O -1.8758 -1.8281 -1.3119
H -4.6952 -0.9637 -2.4581
H -6.7155 -4.3965 1.4980
H -6.2967 -3.6576 -0.0763
H -7.6680 2.0012 0.4088
C -8.3413 -2.7492 2.4904
H -4.1370 -2.6572 -2.6278
H -7.7759 0.8338 -0.9371
C -2.5848 -0.2594 -4.4423
H -3.3322 -0.4294 -5.2245
C -3.3394 -2.4626 1.1473
O -5.8710 -1.0872 1.5264
H -9.7396 -1.1746 1.5216
H -2.7353 -3.3732 1.2373
H -4.2264 -3.6950 3.7830
H -0.9317 -1.2256 5.6569
H -6.7600 0.3048 2.6732
Cl -2.4378 0.2937 3.5176
C -1.1298 -4.1084 3.9237
H -5.7841 -2.9451 4.1310
N -0.7808 -2.7418 4.2698
C -7.4233 0.9703 0.0956
C -4.8417 -2.8053 3.5929
C -9.3088 -0.4259 0.8605
H -2.1749 -4.1903 3.5862
C -8.0186 -0.0520 0.9954
C -8.5474 -2.2172 5.2249
H -0.4718 -4.4872 3.1374
Si -5.0629 -2.5756 1.7346
C -7.7893 -1.5710 3.0126
C -5.9026 -3.9784 0.8960
H -9.9066 0.1298 -1.1502
C -1.8341 -1.2609 -2.4341
H -3.3132 -2.0749 0.1186
H -3.0173 -1.7361 1.9250
N 0.8464 -0.2913 -0.0108

Forces on atoms 1 to 3 (eV/Å):
0.035 0.018 -0.136
0.644 0.294 -0.321
-0.719 0.274 -0.139

Here are the Löwdin charges for atoms 1 to 5, given in e:
1 H 0.087
2 C -0.200
3 H -0.055
4 C -0.109
5 N -0.179


no.,LUMO energy (eV)
1,0.805
2,2.066